Computed, not measured: C34H28N7OS3TcTe as an isolated structure, with ωB97M-V/def2-TZVPD.

Properties
* LUMO level (alpha / beta): -0.104 / -0.120 Ha
* total energy: -3314.2026 a.u.
* 2S+1: 4
* energy above the lowest of the compared OMol25 structures with the same formula, charge and spin: 16.5 kcal per mole
* E_HOMO (alpha / beta): -8.40 / -9.35 eV
* charge: +1

CARTESIAN COORDINATES (ANGSTROEM)
Tc: -0.137 0.743 -0.257
C: 1.037 3.125 -3.719
C: -0.166 3.728 -4.090
C: -1.290 3.496 -3.334
C: -1.205 2.675 -2.210
N: -0.029 2.107 -1.846
C: 1.062 2.322 -2.607
C: -2.327 2.340 -1.348
C: -3.599 2.900 -1.400
C: -4.551 2.514 -0.480
C: -4.223 1.565 0.486
C: -2.955 1.029 0.500
N: -2.016 1.423 -0.402
C: -2.452 0.055 1.477
C: -3.251 -0.583 2.415
C: -2.664 -1.448 3.319
C: -1.294 -1.672 3.257
C: -0.562 -1.036 2.279
N: -1.120 -0.182 1.409
H: 1.938 3.264 -4.298
H: -0.217 4.356 -4.968
H: -2.239 3.931 -3.612
H: 1.959 1.803 -2.298
H: -3.834 3.638 -2.153
H: -5.546 2.933 -0.508
H: -4.962 1.246 1.206
H: -4.320 -0.422 2.419
H: -3.272 -1.959 4.052
H: -0.801 -2.345 3.944
H: 0.502 -1.194 2.163
C: 6.307 1.911 1.043
N: 4.911 2.037 0.641
N: 4.144 0.923 0.373
C: 2.824 1.270 0.424
O: 1.925 0.431 0.123
C: 2.777 2.637 0.787
C: 4.077 3.057 0.931
C: 4.605 4.377 1.367
C: 4.690 -0.256 -0.214
C: 5.528 -0.150 -1.314
C: 6.040 -1.304 -1.887
C: 5.694 -2.547 -1.375
C: 4.844 -2.638 -0.282
C: 4.344 -1.490 0.312
H: 6.533 0.860 1.200
H: 6.468 2.448 1.975
H: 6.969 2.303 0.273
H: 1.884 3.224 0.914
H: 3.812 5.119 1.336
H: 5.421 4.709 0.726
H: 4.979 4.326 2.392
H: 5.769 0.824 -1.723
H: 6.697 -1.232 -2.743
H: 6.086 -3.446 -1.830
H: 4.573 -3.607 0.115
H: 3.687 -1.543 1.169
S: -6.576 -1.243 0.223
C: -5.213 -1.531 -0.670
S: -4.797 -0.603 -2.089
C: -3.238 -1.372 -2.137
N: -3.081 -2.281 -1.248
N: -4.197 -2.403 -0.456
C: -4.127 -3.437 0.533
C: -2.872 -3.801 1.006
C: -2.766 -4.827 1.930
C: -3.902 -5.485 2.381
C: -5.147 -5.124 1.887
C: -5.268 -4.105 0.954
S: -2.001 -0.836 -3.250
H: -1.994 -3.299 0.622
H: -1.789 -5.121 2.292
H: -3.816 -6.287 3.101
H: -6.034 -5.647 2.217
H: -6.234 -3.834 0.560
Te: -0.003 -1.361 -1.984

***

Computed, not measured: C34H30Br2ClN6O4Re as an isolated structure in a non-equilibrium geometry, with ωB97M-V/def2-TZVPD.

Properties
* LUMO level (alpha / beta): -0.141 / -0.154 Ha
* total energy: -7629.2827 a.u.
* 2S+1: 4
* energy above the lowest of the compared OMol25 structures with the same formula, charge and spin: 81.7 kcal per mole
* E_HOMO (alpha / beta): -10.18 / -10.04 eV
* charge: +1

CARTESIAN COORDINATES (ANGSTROEM)
Re: 1.555 -0.916 0.329
O: 2.658 1.488 -3.129
C: 3.384 2.374 -2.406
C: 4.513 2.928 -3.003
C: 5.290 3.842 -2.314
C: 4.955 4.225 -1.023
C: 3.833 3.680 -0.424
C: 3.044 2.756 -1.098
C: 1.809 2.181 -0.434
O: 1.731 0.809 -0.551
N: 0.604 2.744 -1.068
N: -0.494 1.985 -1.065
C: -1.650 2.507 -1.212
C: -2.842 1.693 -1.357
Br: -2.558 -0.128 -1.849
C: -4.106 2.125 -1.264
C: -4.509 3.438 -0.745
C: -5.609 4.094 -1.302
C: -6.033 5.312 -0.800
C: -5.379 5.889 0.279
C: -4.299 5.237 0.857
C: -3.867 4.021 0.352
H: 1.972 1.108 -2.569
H: 4.753 2.630 -4.016
H: 6.169 4.256 -2.790
H: 5.563 4.944 -0.489
H: 3.560 3.968 0.586
H: 1.820 2.461 0.634
H: 0.515 3.755 -1.054
H: -1.788 3.588 -1.286
H: -4.907 1.469 -1.586
H: -6.119 3.647 -2.147
H: -6.882 5.812 -1.246
H: -5.720 6.834 0.680
H: -3.801 5.675 1.712
H: -3.052 3.500 0.837
Br: -4.107 -5.438 2.555
C: -2.725 -4.604 1.433
C: -3.079 -3.431 -0.382
C: -1.613 -3.380 -0.862
C: 0.256 -3.486 0.823
C: -0.143 -4.527 1.690
C: -1.388 -4.963 2.014
N: 1.486 -2.939 0.745
C: 2.675 -3.520 0.926
C: 3.770 -2.754 0.487
C: 5.095 -3.223 0.438
C: 6.066 -2.461 -0.154
C: 5.728 -1.202 -0.683
C: 4.440 -0.760 -0.582
N: 3.456 -1.504 -0.017
H: -3.830 -3.015 -1.044
H: -1.474 -2.980 -1.869
H: 0.672 -5.004 2.224
H: -1.431 -5.741 2.763
H: 2.777 -4.546 1.248
H: 5.313 -4.192 0.864
H: 7.082 -2.824 -0.224
H: 6.469 -0.570 -1.149
H: 4.152 0.216 -0.951
C: -2.844 -1.160 2.644
N: -2.351 -1.992 1.552
C: -3.145 -3.117 1.108
C: -2.930 -4.956 -0.090
C: -1.590 -4.925 -0.805
O: -0.831 -5.741 -1.216
N: -0.691 -2.699 0.057
C: -1.203 -1.728 0.947
O: -0.485 -0.739 1.191
H: -2.890 -1.751 3.559
H: -3.835 -0.775 2.408
H: -2.162 -0.328 2.789
H: -4.162 -2.941 1.444
H: -3.666 -5.718 -0.324
Cl: 2.381 -1.373 3.450
C: 2.165 -0.115 2.231
H: 3.104 0.427 2.141
H: 1.376 0.548 2.581

***

Computed, not measured: C34H30BrN5O7Sr as an isolated structure in a non-equilibrium geometry, with ωB97M-V/def2-TZVPD.

Properties
* LUMO level: -0.009 Ha
* total energy: -4718.9075 a.u.
* E_HOMO: -7.08 eV

CARTESIAN COORDINATES (ANGSTROEM)
Sr: -0.152 0.333 0.497
O: 2.506 -0.262 -3.429
C: 1.891 -0.343 -2.243
O: 0.699 -0.527 -2.129
C: 2.825 -0.167 -1.081
C: 4.197 -0.169 -1.186
C: 4.932 0.041 -0.018
C: 4.277 0.275 1.175
C: 2.885 0.265 1.186
N: 2.191 0.030 0.074
C: 2.066 0.627 2.447
O: 2.658 1.264 3.310
O: 0.841 0.248 2.409
H: 1.822 -0.370 -4.107
H: 4.677 -0.323 -2.143
H: 6.014 0.042 -0.055
H: 4.803 0.473 2.099
C: -3.911 3.522 -3.216
O: -2.971 4.055 -2.294
C: -3.281 5.218 -1.679
C: -4.305 6.065 -2.079
C: -4.508 7.281 -1.432
C: -3.688 7.651 -0.380
C: -2.687 6.785 0.043
C: -2.477 5.564 -0.582
N: -1.430 4.725 -0.158
C: -1.502 3.341 -0.038
N: -2.749 2.876 0.142
C: -3.377 1.569 0.098
C: -2.718 0.348 0.215
C: -3.567 -0.777 0.160
C: -4.942 -0.707 0.021
C: -5.562 0.539 -0.078
C: -4.772 1.672 -0.042
O: -5.281 2.949 -0.157
C: -6.685 3.096 -0.063
N: -0.426 2.602 -0.092
C: 0.866 3.169 -0.201
C: 1.641 2.933 -1.331
C: 2.960 3.369 -1.415
C: 3.526 4.028 -0.336
C: 2.774 4.270 0.812
C: 1.449 3.859 0.873
O: 0.638 4.058 1.942
C: 1.257 4.482 3.155
H: -3.544 2.537 -3.486
H: -3.986 4.141 -4.112
H: -4.895 3.423 -2.753
H: -4.935 5.794 -2.914
H: -5.308 7.934 -1.763
H: -3.833 8.597 0.124
H: -2.053 7.050 0.884
H: -0.675 5.155 0.354
H: -3.440 3.612 0.154
H: -3.131 -1.774 0.243
H: -5.548 -1.608 -0.012
H: -6.636 0.611 -0.180
H: -6.888 4.164 -0.064
H: -7.066 2.652 0.859
H: -7.191 2.635 -0.915
H: 1.172 2.405 -2.156
H: 3.538 3.183 -2.312
H: 4.555 4.366 -0.377
H: 3.232 4.765 1.656
H: 0.470 4.512 3.901
H: 1.696 5.476 3.051
H: 2.019 3.763 3.463
Br: 1.911 -3.075 2.319
C: 0.735 -3.670 0.960
C: 0.517 -5.032 0.822
C: -0.329 -5.444 -0.192
C: -0.912 -4.498 -1.020
C: -0.629 -3.166 -0.792
N: 0.185 -2.750 0.193
H: 0.996 -5.734 1.490
H: -0.529 -6.499 -0.333
H: -1.575 -4.787 -1.824
H: -1.061 -2.386 -1.409

***

Computed, not measured: C34H30MnN7O2P as an isolated structure in a non-equilibrium geometry, with ωB97M-V/def2-TZVPD.

Properties
* LUMO level (alpha / beta): -0.019 / -0.022 Ha
* total energy: -3339.9354 a.u.
* 2S+1: 6
* energy above the lowest of the compared OMol25 structures with the same formula, charge and spin: 4.6 kcal per mole
* E_HOMO (alpha / beta): -6.40 / -6.57 eV

CARTESIAN COORDINATES (ANGSTROEM)
Mn: 0.612 0.462 -1.066
O: 4.290 1.960 0.176
C: 3.177 1.464 0.203
O: 2.538 0.948 -0.800
C: 2.407 1.505 1.541
P: 0.772 0.659 1.481
C: 0.930 -0.901 2.409
C: -0.147 -1.786 2.323
C: -0.082 -3.042 2.906
C: 1.070 -3.434 3.579
C: 2.139 -2.556 3.682
C: 2.070 -1.296 3.099
C: -0.260 1.719 2.569
C: -0.544 3.009 2.110
C: -1.330 3.874 2.858
C: -1.859 3.456 4.074
C: -1.593 2.175 4.532
C: -0.799 1.308 3.784
H: 2.218 2.557 1.751
H: 3.051 1.145 2.337
H: -1.045 -1.484 1.793
H: -0.923 -3.721 2.824
H: 1.136 -4.425 4.012
H: 3.039 -2.856 4.205
H: 2.925 -0.635 3.178
H: -0.141 3.341 1.156
H: -1.534 4.874 2.491
H: -2.477 4.127 4.659
H: -2.001 1.843 5.480
H: -0.595 0.310 4.155
N: -2.641 -1.090 -0.183
C: -2.822 0.121 -0.713
N: -4.084 0.542 -0.838
C: -4.210 1.774 -1.287
N: -5.453 2.237 -1.508
N: -3.184 2.616 -1.552
C: -1.999 2.100 -1.372
N: -1.719 0.866 -1.009
C: -0.845 3.058 -1.570
C: -1.071 4.418 -1.538
C: 0.013 5.281 -1.636
C: 1.271 4.747 -1.792
C: 1.403 3.368 -1.841
N: 0.362 2.541 -1.716
H: -3.467 -1.665 -0.161
H: -1.769 -1.570 -0.369
H: -6.230 1.690 -1.184
H: -5.573 3.211 -1.715
H: -2.089 4.766 -1.423
H: -0.128 6.355 -1.586
H: 2.149 5.373 -1.882
H: 2.367 2.894 -1.972
C: 4.346 -3.948 -0.987
C: 4.019 -2.931 -0.100
C: 2.893 -2.144 -0.300
C: 2.049 -2.333 -1.396
C: 2.415 -3.338 -2.306
C: 3.532 -4.136 -2.098
N: 0.906 -1.529 -1.592
C: -0.131 -2.138 -2.309
C: -0.807 -1.441 -3.324
C: -1.907 -1.984 -3.978
C: -2.355 -3.260 -3.666
C: -1.679 -3.983 -2.685
C: -0.592 -3.436 -2.017
H: 5.217 -4.573 -0.823
H: 4.649 -2.745 0.764
H: 2.661 -1.364 0.408
H: 1.821 -3.481 -3.202
H: 3.773 -4.908 -2.821
H: -0.440 -0.464 -3.600
H: -2.406 -1.410 -4.753
H: -3.197 -3.694 -4.193
H: -2.010 -4.986 -2.432
H: -0.084 -4.003 -1.244

***

Computed, not measured: C34H30O6PS6SbSiZr as an isolated structure, with ωB97M-V/def2-TZVPD.

Properties
* LUMO level: 0.142 Ha
* total energy: -5072.8317 a.u.
* energy above the lowest of the compared OMol25 structures with the same formula, charge and spin: 37.3 kcal per mole
* E_HOMO: -1.78 eV
* charge: -2

CARTESIAN COORDINATES (ANGSTROEM)
Zr: 0.941 -2.089 1.255
O: -3.086 -2.235 2.110
C: -1.813 -2.538 2.267
O: -1.143 -3.005 1.363
C: -1.236 -2.395 3.643
O: 0.143 -2.223 3.434
C: 0.916 -1.672 4.489
C: 2.198 -1.070 3.892
O: 2.967 -0.511 4.652
O: 2.343 -1.206 2.620
H: -3.297 -2.413 1.176
H: -1.408 -3.373 4.125
H: -1.668 -1.564 4.203
H: 1.171 -2.455 5.206
H: 0.356 -0.871 4.981
S: 0.032 -5.609 3.529
Sb: 1.969 -4.852 2.493
S: 2.895 -2.773 -0.166
S: 1.380 -4.206 -0.161
S: 3.475 -6.510 2.155
O: -0.235 -0.337 1.541
Si: -0.255 1.274 1.460
C: 1.365 1.907 0.739
C: 1.749 3.247 0.836
C: 2.950 3.695 0.310
C: 3.808 2.803 -0.322
C: 3.454 1.466 -0.422
C: 2.245 1.035 0.106
C: -0.364 1.984 3.207
C: -1.534 2.461 3.793
C: -1.563 2.866 5.122
C: -0.412 2.791 5.894
C: 0.766 2.319 5.330
C: 0.787 1.932 3.999
C: -1.723 1.953 0.490
C: -2.629 1.120 -0.164
C: -3.675 1.640 -0.916
C: -3.842 3.012 -1.019
C: -2.961 3.861 -0.362
C: -1.917 3.332 0.383
H: 1.110 3.959 1.350
H: 3.225 4.739 0.403
H: 4.750 3.151 -0.728
H: 4.108 0.751 -0.904
H: 1.989 -0.015 -0.017
H: -2.444 2.516 3.204
H: -2.486 3.232 5.556
H: -0.435 3.096 6.934
H: 1.669 2.238 5.922
H: 1.718 1.569 3.578
H: -2.484 0.049 -0.123
H: -4.343 0.967 -1.439
H: -4.650 3.420 -1.615
H: -3.083 4.936 -0.436
H: -1.240 4.015 0.885
S: -1.783 -3.623 -3.041
P: -0.665 -1.999 -2.966
S: -0.312 -1.121 -1.191
C: -1.440 -0.646 -3.944
C: -2.284 -0.976 -4.999
C: -2.891 0.016 -5.755
C: -2.664 1.352 -5.460
C: -1.828 1.690 -4.404
C: -1.218 0.697 -3.652
C: 0.917 -2.293 -3.831
C: 1.501 -1.345 -4.664
C: 2.731 -1.591 -5.257
C: 3.395 -2.783 -5.010
C: 2.819 -3.730 -4.173
C: 1.584 -3.491 -3.594
H: -2.474 -2.023 -5.201
H: -3.551 -0.258 -6.570
H: -3.146 2.129 -6.042
H: -1.658 2.729 -4.152
H: -0.587 0.959 -2.812
H: 1.000 -0.404 -4.855
H: 3.170 -0.843 -5.907
H: 4.362 -2.974 -5.459
H: 3.336 -4.656 -3.957
H: 1.134 -4.230 -2.944

***

Computed, not measured: C34H31AsClIIrN6O2 as an isolated structure in a non-equilibrium geometry, with ωB97M-V/def2-TZVPD.

Properties
* LUMO level (alpha / beta): -0.193 / -0.193 Ha
* total energy: -4890.9072 a.u.
* E_HOMO (alpha / beta): -8.72 / -8.72 eV
* charge: +1

CARTESIAN COORDINATES (ANGSTROEM)
Ir: -0.211 1.015 0.153
C: 0.637 3.303 2.383
N: -0.030 2.854 1.168
C: -0.574 3.798 0.459
C: -1.258 3.474 -0.721
C: -1.758 4.239 -1.780
C: -2.090 3.342 -2.783
C: -1.795 2.064 -2.295
N: -1.330 2.128 -1.051
C: 1.581 2.344 3.063
C: 2.554 1.650 2.384
C: 3.208 0.494 3.087
C: 3.479 0.848 4.517
C: 2.599 1.648 5.168
C: 1.546 2.267 4.467
H: -0.151 3.553 3.106
H: 1.184 4.227 2.160
H: -0.478 4.844 0.744
H: -1.826 5.308 -1.811
H: -2.481 3.566 -3.755
H: -1.898 1.132 -2.819
H: 2.788 1.874 1.353
H: 4.103 0.152 2.563
H: 4.312 0.383 5.012
H: 2.727 1.858 6.220
H: 0.796 2.818 5.011
Cl: 0.932 -3.490 5.669
C: 0.965 -2.347 4.392
C: 2.087 -1.556 4.217
C: 2.173 -0.644 3.175
I: 2.760 -3.296 0.963
C: 1.105 -0.564 2.252
O: 1.213 0.158 1.211
C: -0.140 -1.198 2.568
N: -1.205 -0.814 1.850
C: -2.366 -1.379 2.101
C: -2.532 -2.379 3.065
C: -1.449 -2.778 3.818
C: -0.206 -2.153 3.611
H: 2.904 -1.650 4.914
H: -3.206 -1.027 1.519
H: -3.509 -2.813 3.221
H: -1.540 -3.546 4.571
N: -7.039 -3.990 -5.914
C: -6.174 -3.726 -5.214
C: -5.094 -3.380 -4.364
C: -5.344 -2.730 -3.155
C: -4.288 -2.357 -2.349
C: -2.983 -2.625 -2.747
C: -2.732 -3.293 -3.942
C: -3.786 -3.673 -4.749
N: -1.907 -2.145 -1.981
C: -0.647 -2.666 -1.898
C: 0.101 -1.758 -1.214
N: -0.681 -0.693 -0.886
C: -1.889 -0.960 -1.340
H: -6.361 -2.514 -2.862
H: -4.473 -1.859 -1.410
H: -1.718 -3.487 -4.251
H: -3.607 -4.178 -5.685
H: -0.391 -3.625 -2.295
H: 1.131 -1.816 -0.929
H: -2.742 -0.319 -1.237
C: 3.833 0.107 -0.864
As: 2.903 1.468 -1.907
C: 2.401 0.698 -3.629
C: 4.169 2.904 -2.268
O: 1.587 2.106 -1.169
H: 4.336 -0.592 -1.525
H: 3.108 -0.420 -0.249
H: 4.571 0.586 -0.223
H: 3.266 0.245 -4.107
H: 2.010 1.498 -4.258
H: 1.622 -0.051 -3.486
H: 5.067 2.510 -2.738
H: 4.436 3.403 -1.337
H: 3.695 3.623 -2.936

***

Look up the total energy of the fourth one. -3339.9354 a.u.

***

Which of these has the lowest total energy? C34H30Br2ClN6O4Re

***

Repeat the first record exactly.
Computed, not measured: C34H28N7OS3TcTe as an isolated structure, with ωB97M-V/def2-TZVPD.

Properties
* LUMO level (alpha / beta): -0.104 / -0.120 Ha
* total energy: -3314.2026 a.u.
* 2S+1: 4
* energy above the lowest of the compared OMol25 structures with the same formula, charge and spin: 16.5 kcal per mole
* E_HOMO (alpha / beta): -8.40 / -9.35 eV
* charge: +1

CARTESIAN COORDINATES (ANGSTROEM)
Tc: -0.137 0.743 -0.257
C: 1.037 3.125 -3.719
C: -0.166 3.728 -4.090
C: -1.290 3.496 -3.334
C: -1.205 2.675 -2.210
N: -0.029 2.107 -1.846
C: 1.062 2.322 -2.607
C: -2.327 2.340 -1.348
C: -3.599 2.900 -1.400
C: -4.551 2.514 -0.480
C: -4.223 1.565 0.486
C: -2.955 1.029 0.500
N: -2.016 1.423 -0.402
C: -2.452 0.055 1.477
C: -3.251 -0.583 2.415
C: -2.664 -1.448 3.319
C: -1.294 -1.672 3.257
C: -0.562 -1.036 2.279
N: -1.120 -0.182 1.409
H: 1.938 3.264 -4.298
H: -0.217 4.356 -4.968
H: -2.239 3.931 -3.612
H: 1.959 1.803 -2.298
H: -3.834 3.638 -2.153
H: -5.546 2.933 -0.508
H: -4.962 1.246 1.206
H: -4.320 -0.422 2.419
H: -3.272 -1.959 4.052
H: -0.801 -2.345 3.944
H: 0.502 -1.194 2.163
C: 6.307 1.911 1.043
N: 4.911 2.037 0.641
N: 4.144 0.923 0.373
C: 2.824 1.270 0.424
O: 1.925 0.431 0.123
C: 2.777 2.637 0.787
C: 4.077 3.057 0.931
C: 4.605 4.377 1.367
C: 4.690 -0.256 -0.214
C: 5.528 -0.150 -1.314
C: 6.040 -1.304 -1.887
C: 5.694 -2.547 -1.375
C: 4.844 -2.638 -0.282
C: 4.344 -1.490 0.312
H: 6.533 0.860 1.200
H: 6.468 2.448 1.975
H: 6.969 2.303 0.273
H: 1.884 3.224 0.914
H: 3.812 5.119 1.336
H: 5.421 4.709 0.726
H: 4.979 4.326 2.392
H: 5.769 0.824 -1.723
H: 6.697 -1.232 -2.743
H: 6.086 -3.446 -1.830
H: 4.573 -3.607 0.115
H: 3.687 -1.543 1.169
S: -6.576 -1.243 0.223
C: -5.213 -1.531 -0.670
S: -4.797 -0.603 -2.089
C: -3.238 -1.372 -2.137
N: -3.081 -2.281 -1.248
N: -4.197 -2.403 -0.456
C: -4.127 -3.437 0.533
C: -2.872 -3.801 1.006
C: -2.766 -4.827 1.930
C: -3.902 -5.485 2.381
C: -5.147 -5.124 1.887
C: -5.268 -4.105 0.954
S: -2.001 -0.836 -3.250
H: -1.994 -3.299 0.622
H: -1.789 -5.121 2.292
H: -3.816 -6.287 3.101
H: -6.034 -5.647 2.217
H: -6.234 -3.834 0.560
Te: -0.003 -1.361 -1.984